Record 1
DFT (wB97M-V/def2-TZVPD) results for a cluster of 7 separate species, C14H29BBrCl12O2 in total in a non-equilibrium geometry.

Element x y z (Å)
Br -0.900 0.430 -1.055
C -0.211 -1.434 -0.600
C -1.588 -2.187 -0.113
O -1.747 -1.457 1.189
B -0.338 -1.517 1.710
O 0.600 -1.130 0.600
H 0.327 -1.775 -1.582
H -1.546 -3.351 0.138
H -2.413 -1.860 -0.907
H -0.153 -0.923 2.715
H -0.024 -2.665 1.852
Cl -0.607 3.255 -3.116
C -1.938 4.429 -2.958
C -2.964 3.999 -1.922
Cl -3.890 2.570 -2.446
H -2.392 4.562 -3.945
H -1.486 5.380 -2.661
H -3.688 4.803 -1.759
H -2.494 3.764 -0.962
Cl 2.557 2.103 5.599
C 2.923 0.371 5.403
C 2.017 -0.295 4.379
Cl 0.333 -0.412 4.947
H 2.842 -0.107 6.384
H 3.965 0.303 5.076
H 2.358 -1.318 4.190
H 2.018 0.245 3.427
Cl 1.447 -4.017 2.300
C 2.788 -3.403 1.301
C 4.120 -4.029 1.681
Cl 4.680 -3.497 3.286
H 2.812 -2.313 1.398
H 2.545 -3.647 0.262
H 4.890 -3.730 0.963
H 4.066 -5.122 1.685
Cl -3.749 1.435 9.245
C -2.987 0.999 7.695
C -1.508 1.351 7.663
Cl -1.235 3.111 7.643
H -3.538 1.501 6.894
H -3.115 -0.080 7.573
H -1.050 0.949 6.755
H -0.976 0.935 8.525
Cl -1.630 1.148 -8.465
C -0.301 2.137 -7.812
C -0.628 2.703 -6.439
Cl -1.910 3.939 -6.510
H -0.081 2.930 -8.533
H 0.575 1.485 -7.746
H 0.257 3.189 -6.017
H -0.949 1.920 -5.746
Cl 0.924 0.103 -5.057
C 1.059 -1.609 -5.530
C -0.076 -2.451 -4.970
Cl 0.025 -2.624 -3.200
H 2.035 -1.976 -5.199
H 1.038 -1.637 -6.624
H -0.032 -3.461 -5.390
H -1.054 -2.024 -5.214

Force components x, y, z for each atom (eV/Å):
0.09 -0.21 -0.81
0.78 0.33 2.12
0.15 1.66 1.05
0.23 -1.33 -2.33
-0.60 -1.10 0.04
-1.52 -0.96 -3.83
-0.62 1.20 3.39
0.25 2.37 -0.93
1.52 -1.05 1.91
-0.13 0.65 -0.16
-1.32 0.34 0.27
-0.06 0.09 0.01
-0.24 0.26 0.02
0.16 0.16 0.12
0.03 0.05 -0.03
0.08 -0.15 0.27
-0.09 -0.15 0.07
0.14 -0.07 -0.12
-0.04 -0.08 -0.26
-0.04 0.10 0.09
0.06 -0.44 -0.11
0.18 0.01 -0.09
0.28 0.17 0.74
-0.09 0.15 -0.21
-0.19 0.01 -0.05
-0.05 0.12 0.07
-0.14 -0.09 0.20
1.63 -1.32 0.37
0.08 0.00 0.07
-0.19 -0.13 -0.52
0.06 0.01 0.15
-0.13 -0.22 -0.03
0.09 0.04 0.16
-0.11 0.06 0.12
-0.06 0.26 0.13
-0.09 0.06 0.12
0.25 -0.12 -0.38
-0.07 -0.36 -0.09
-0.02 0.05 0.07
0.17 -0.02 0.23
0.11 0.18 0.04
-0.13 0.11 0.13
-0.19 0.15 -0.13
-0.07 -0.04 -0.06
0.30 0.25 0.16
0.27 -0.36 -0.03
-0.07 0.04 -0.16
-0.17 -0.13 0.15
-0.19 0.10 0.14
-0.14 -0.10 -0.11
-0.01 0.28 -0.25
0.10 -0.08 0.12
-0.01 -0.31 -0.15
-0.02 -0.17 -0.32
-0.21 -0.55 -1.65
-0.25 0.10 0.05
-0.09 -0.02 0.16
0.09 0.17 -0.04
0.25 0.02 0.12

Results
E_tot	-8822.50676	hartree
frontier orbital gap	5.7	eV
net charge	-1
multiplicity	1
largest force on an atom	4.23	eV/Å
HOMO level	-3.655	eV

---

Record 2
DFT (wB97M-V/def2-TZVPD) results for a structure of composition C2H3N3O2.

Element x y z (Å)
N -1.547 -0.378 -0.246
C -0.787 -1.029 0.630
N -0.785 -1.864 1.588
O 0.500 -1.023 0.824
C 1.904 0.939 -0.723
O 2.846 0.412 -1.161
N 0.883 1.540 -0.407
H -1.103 0.304 -0.851
H -2.549 -0.480 -0.225
H 0.637 1.580 0.572

Force components x, y, z for each atom (eV/Å):
0.12 -0.01 0.05
-0.07 -0.25 0.17
-0.13 0.23 -0.30
-0.05 0.03 0.02
0.23 -0.05 -0.26
-0.73 0.40 0.35
0.53 -0.23 -0.24
-0.12 -0.15 0.18
0.18 0.02 -0.02
0.03 0.00 0.05

Results
E_tot	-392.66474	hartree
relative energy (zero: lowest compared OMol25 entry of this formula, charge and spin)	3.5050	eV
frontier orbital gap	9.9	eV
multiplicity	1
largest force on an atom	0.90	eV/Å
HOMO level	-9.533	eV

---

Record 3
DFT (wB97M-V/def2-TZVPD) results for a cluster of 2 separate species, C6H14N3O in total in a non-equilibrium geometry.

Element x y z (Å)
C -2.184 -0.209 0.219
C -1.166 1.517 -0.779
C -2.211 -1.743 0.125
C 1.636 -0.226 -1.423
C 0.971 -0.744 0.766
C 2.387 1.197 0.428
N -0.954 0.270 0.992
N -0.517 1.425 0.318
N 1.670 0.039 0.019
O -2.152 0.575 -0.964
H -2.975 0.255 0.775
H -0.974 2.271 -1.505
H -1.497 -2.095 -0.609
H -3.282 -1.899 -0.032
H -2.026 -2.258 1.049
H 0.682 -0.601 -1.606
H 1.927 0.759 -1.924
H 2.391 -0.995 -1.711
H 0.543 -1.700 0.320
H 1.254 -0.741 1.778
H -1.136 0.437 2.005
H 3.384 1.206 -0.050
H 1.650 2.052 0.246
H 2.579 1.207 1.566

Force components x, y, z for each atom (eV/Å):
1.34 0.39 2.20
-0.50 -1.51 1.81
-1.29 1.74 -0.44
2.60 1.59 -0.26
0.16 -1.55 -0.90
0.08 1.68 2.39
-0.04 -0.33 -0.34
-0.41 0.88 -0.31
-0.28 -1.75 -1.04
1.28 0.04 -0.91
-1.11 -0.61 0.40
-0.19 0.26 -0.58
-0.43 -0.21 -0.48
0.34 -0.88 -0.89
0.38 0.30 0.74
-1.58 -0.29 -1.06
-0.87 -1.55 0.26
-0.42 0.58 0.32
0.58 1.61 0.70
-0.38 0.04 1.41
0.13 0.10 -1.22
-0.72 0.40 -0.02
1.75 -0.71 -0.05
-0.40 -0.25 -1.70

Results
E_tot	-476.18422	hartree
relative energy (zero: lowest compared OMol25 entry of this formula, charge and spin)	2.0902	eV
frontier orbital gap	9.7	eV
net charge	+1
multiplicity	1
largest force on an atom	3.06	eV/Å
HOMO level	-12.978	eV

---

Record 4
DFT (wB97M-V/def2-TZVPD) results for a cluster of 2 separate species, C10H18N2O2Si in total in a non-equilibrium geometry.

Element x y z (Å)
C 1.885 1.201 0.284
C 2.862 0.694 1.081
C 3.387 -0.926 -0.507
C 1.449 0.541 -0.898
C 3.682 -0.317 0.715
C 2.284 -0.634 -1.174
C -1.885 2.460 -0.766
C -0.504 -1.374 0.960
C -3.234 0.383 1.590
C -2.963 -1.394 -0.875
N 0.361 0.866 -1.575
N -1.479 1.193 -0.315
O 4.753 -0.744 1.429
O 2.037 -1.307 -2.313
Si -1.924 -0.294 0.225
H 1.399 2.053 0.670
H 2.938 1.317 2.045
H 4.107 -1.693 -0.810
H -2.558 2.317 -1.667
H -2.723 2.908 -0.129
H -1.025 3.040 -0.843
H -0.747 -1.675 1.931
H -0.289 -2.204 0.282
H 0.313 -0.699 1.109
H -3.667 -0.549 2.116
H -2.583 0.963 2.347
H -4.077 1.037 1.169
H -4.012 -1.382 -0.653
H -2.744 -1.400 -1.883
H -2.534 -2.502 -0.714
H 0.092 0.238 -2.321
H 4.877 0.009 2.006
H 2.522 -2.129 -2.516

Force components x, y, z for each atom (eV/Å):
-0.72 -0.62 -1.16
-0.12 3.04 2.96
2.75 -1.26 2.13
0.80 -1.60 0.51
0.15 -1.23 -1.14
-1.21 0.70 -1.95
-3.81 -1.68 -0.45
-0.89 1.42 -1.71
0.73 -0.75 0.62
1.79 -3.16 1.95
-0.21 1.37 -0.01
1.32 0.73 0.27
-0.43 0.49 -0.23
-1.31 -0.35 -1.42
-1.93 -0.73 1.70
-0.90 0.80 -0.03
0.54 -1.39 -1.23
-0.49 0.08 -0.22
1.35 0.68 -0.05
1.50 -0.40 0.17
0.95 1.61 -0.55
-0.67 -0.95 1.41
0.21 0.11 0.29
0.86 0.15 -0.23
0.44 1.55 -0.65
-1.30 -0.73 -1.01
1.32 -0.99 0.59
-0.52 -0.01 -0.09
0.05 0.85 -2.49
-1.24 1.98 0.35
0.27 -0.47 -0.01
0.70 -0.06 0.80
0.00 0.81 0.87

Results
E_tot	-941.17837	hartree
frontier orbital gap (spin up / spin down)	6.9 / 7.6	eV
multiplicity	1
largest force on an atom	4.25	eV/Å
HOMO level (spin up / spin down)	-7.800 / -7.525	eV

---

Record 5
DFT (wB97M-V/def2-TZVPD) results for a cluster of 2 separate species, C5H13NO in total in a non-equilibrium geometry.

Element x y z (Å)
C 1.594 -0.865 1.498
C 1.730 -2.386 1.331
C 0.125 -0.412 1.521
H 2.028 -0.424 2.393
H 2.098 -0.361 0.676
H 2.584 -2.723 1.850
H 0.117 0.678 1.543
H -0.524 -0.798 0.729
H 1.890 -2.658 0.298
H 0.817 -2.866 1.668
H -0.367 -0.778 2.415
C -0.535 2.114 -2.231
C -1.733 1.783 -1.398
O -2.450 2.702 -0.933
N -2.088 0.540 -1.236
H 0.359 1.978 -1.628
H -0.504 3.049 -2.757
H -2.974 0.226 -0.858
H -1.747 -0.066 -1.972
H -0.420 1.266 -2.911

Force components x, y, z for each atom (eV/Å):
-0.83 0.13 -0.68
-0.55 1.09 -0.14
0.14 -0.02 0.15
0.26 -0.50 0.22
0.13 0.06 -0.14
0.81 -0.70 0.80
-0.38 0.10 -0.05
0.41 0.08 -0.40
-0.12 0.00 -0.42
0.11 -0.31 0.25
0.03 0.08 0.40
0.73 -1.18 0.03
-0.37 0.30 -0.51
0.15 0.60 0.40
-0.17 -0.92 -0.90
0.05 0.43 0.54
-0.37 0.43 0.04
-0.04 0.42 0.44
0.30 -0.34 0.37
-0.28 0.25 -0.39

Results
E_tot	-327.95099	hartree
relative energy (zero: lowest compared OMol25 entry of this formula, charge and spin)	1.7499	eV
frontier orbital gap (spin up / spin down)	9.5 / 4.9	eV
net charge	+1
multiplicity	2
largest force on an atom	1.39	eV/Å
HOMO level (spin up / spin down)	-14.066 / -14.065	eV

---

Record 6
DFT (wB97M-V/def2-TZVPD) results for a structure of composition C27H28N7PbS2 in a non-equilibrium geometry.

Element x y z (Å)
Pb -0.190 -0.598 1.319
C -0.614 3.853 2.546
C -0.263 2.501 2.495
N -1.020 1.600 1.910
C -2.195 1.939 1.333
C -2.673 3.263 1.432
C -1.824 4.220 2.026
C -3.974 3.582 0.983
C -4.754 2.572 0.519
C -4.256 1.256 0.365
C -2.949 0.910 0.653
N -2.286 -0.276 0.339
C -2.617 -1.111 -0.708
C -3.816 -1.194 -1.403
C -3.962 -1.933 -2.597
C -2.941 -2.655 -3.132
C -1.734 -2.725 -2.407
C -0.650 -3.524 -2.828
C 0.476 -3.642 -2.058
C 0.516 -2.950 -0.844
N -0.468 -2.163 -0.455
C -1.589 -2.006 -1.195
H 0.055 4.570 3.002
H 0.652 2.143 2.960
H -2.162 5.249 2.081
H -4.338 4.599 1.059
H -5.784 2.764 0.246
H -4.960 0.518 0.039
H -4.693 -0.700 -1.045
H -4.926 -1.917 -3.091
H -3.043 -3.195 -4.064
H -0.740 -4.064 -3.763
H 1.309 -4.263 -2.357
H 1.357 -3.052 -0.165
C 2.905 -2.407 4.980
C 1.818 -2.320 3.934
S 2.273 -1.753 2.438
C 0.469 -2.668 4.311
C 0.204 -3.244 5.683
S -0.887 -2.396 3.392
H 3.834 -1.999 4.597
H 3.075 -3.454 5.241
H 2.636 -1.875 5.895
H 1.103 -3.376 6.277
H -0.283 -4.213 5.574
H -0.488 -2.604 6.231
C 4.126 2.917 -2.659
C 3.761 1.704 -3.509
C 4.271 0.413 -2.874
C 2.261 1.653 -3.800
N 1.442 1.513 -2.591
C 1.174 0.432 -1.865
N 0.502 0.809 -0.802
N 0.376 2.156 -0.887
N 0.939 2.584 -1.955
H 5.209 2.984 -2.544
H 3.691 2.845 -1.659
H 3.776 3.846 -3.113
H 4.233 1.810 -4.490
H 3.918 0.308 -1.844
H 5.361 0.422 -2.837
H 3.966 -0.471 -3.441
H 2.021 0.816 -4.454
H 1.939 2.574 -4.279
H 1.432 -0.579 -2.142

Force components x, y, z for each atom (eV/Å):
-0.34 0.80 0.01
0.03 0.04 0.05
-0.09 -0.04 0.00
0.04 0.26 -0.16
0.07 0.00 0.07
0.00 0.01 0.08
-0.03 0.00 0.01
0.01 0.04 0.01
-0.02 -0.08 0.00
-0.07 0.01 0.04
-0.06 -0.04 -0.19
0.18 -0.19 0.40
-0.09 0.15 -0.02
-0.01 -0.04 -0.05
-0.02 0.01 0.07
-0.02 0.01 -0.05
0.06 -0.06 0.03
-0.03 -0.01 0.02
-0.01 -0.02 -0.03
-0.04 -0.04 0.05
0.25 -0.02 -0.03
0.06 -0.02 0.02
-0.04 -0.01 0.02
0.01 0.02 -0.09
0.02 -0.01 -0.02
0.00 -0.03 0.01
0.03 -0.02 -0.03
-0.04 0.03 -0.02
-0.01 0.04 -0.10
0.02 0.04 0.01
-0.01 -0.02 0.03
0.01 0.01 0.01
-0.02 -0.02 0.02
-0.03 0.06 -0.06
-0.17 0.35 0.18
0.75 0.28 -0.61
-0.17 -0.87 0.35
-0.75 -0.23 0.05
0.12 0.18 0.05
0.34 -0.45 0.03
0.01 0.00 -0.04
-0.03 -0.01 -0.02
0.02 -0.05 0.01
-0.04 -0.01 0.00
0.01 0.00 -0.02
0.01 0.00 -0.02
0.05 0.00 -0.04
-0.02 0.00 0.18
0.03 -0.01 -0.03
-0.02 0.03 -0.03
0.24 0.15 -0.13
-0.19 -0.02 -0.04
0.14 0.10 -0.05
0.10 -0.12 -0.11
-0.06 -0.20 0.14
-0.04 0.00 0.01
0.00 0.01 -0.03
0.00 -0.03 0.03
-0.03 0.00 -0.02
0.00 0.00 -0.04
-0.03 -0.02 0.02
0.02 0.03 0.02
-0.05 -0.02 0.00
-0.09 0.00 0.00
0.02 0.07 0.04

Results
E_tot	-2417.96542	hartree
relative energy (zero: lowest compared OMol25 entry of this formula, charge and spin)	1.3913	eV
frontier orbital gap (spin up / spin down)	4.6 / 4.6	eV
net charge	+1
multiplicity	1
largest force on an atom	1.01	eV/Å
HOMO level (spin up / spin down)	-9.538 / -9.538	eV